Entry 1:
This record from the OMol25 dataset describes the ion C3H6NO2 with charge +1 in a non-equilibrium geometry. The level of theory is ωB97M-V/def2-TZVPD.

Calculated values
Energy above the lowest of the compared OMol25 structures with the same formula, charge and spin ... 405.08 kJ/mol
Largest force on an atom ... 0.07765 hartree/bohr
Lowest unoccupied orbital energy (alpha / beta) ... -0.2219 / -0.2219 Ha
Frontier orbital gap (alpha / beta) ... 7.76 / 7.76 eV
HOMO energy (alpha / beta) ... -0.507 / -0.507 hartree

```
! RIJCOSX wB97M-V def2-TZVPD def2/J DEFGRID3
* xyz 1 1
C 0.70524 0.90760 -0.03343
C -1.29330 -0.41377 -0.08527
C 1.44186 -1.35660 -0.10794
N -0.69177 0.75160 0.29377
O -2.55983 -0.45413 -0.08385
O 1.47730 -0.21177 0.47595
H 0.93893 1.05149 -1.05364
H 1.24283 1.83055 0.28832
H 1.68534 -2.15196 0.47211
H 1.17332 -1.70019 -1.18971
H -0.92361 1.48104 0.93494
H -3.19632 0.26613 0.08875
*
```

=====

Entry 2:
This record from the OMol25 dataset describes a cluster of 2 separate species, C3H6NO2S in total in a non-equilibrium geometry. The level of theory is ωB97M-V/def2-TZVPD.

Calculated values
Energy above the lowest of the compared OMol25 structures with the same formula, charge and spin ... 213.32 kJ/mol
Largest force on an atom ... 0.08599 hartree/bohr
Lowest unoccupied orbital energy ... 0.1127 Ha
Frontier orbital gap ... 6.93 eV
HOMO energy ... -0.142 hartree

```
! RIJCOSX wB97M-V def2-TZVPD def2/J DEFGRID3
* xyz -1 1
C -1.77631 -0.36346 0.04077
C -0.17113 1.33855 -0.58998
C 2.04910 -0.81578 0.33206
N -0.57062 0.13559 0.12797
O -1.91922 -1.44397 0.99827
O -2.86642 -0.08128 -0.44732
S 3.05210 0.18801 -0.51458
H -0.82374 1.54432 -1.44528
H -0.29288 2.20030 0.04361
H 0.89893 1.24678 -0.90659
H 1.94749 -0.77446 1.39490
H 1.54653 -1.48392 -0.20575
H -1.07383 -1.69066 1.17192
*
```

=====

Entry 3:
This record from the OMol25 dataset describes the ion C3H6NO2S with charge -1 in a non-equilibrium geometry. The level of theory is ωB97M-V/def2-TZVPD.

Calculated values
Energy above the lowest of the compared OMol25 structures with the same formula, charge and spin ... 514.68 kJ/mol
Largest force on an atom ... 0.09219 hartree/bohr
Lowest unoccupied orbital energy ... 0.1261 Ha
Frontier orbital gap ... 5.47 eV
HOMO energy ... -0.075 hartree

```
! RIJCOSX wB97M-V def2-TZVPD def2/J DEFGRID3
* xyz -1 1
C 0.82799 -0.56165 0.14337
C -0.62304 -0.95033 -0.38054
C -0.14299 1.57402 -0.11959
N 0.99825 0.78839 -0.43314
O 2.10731 1.39416 0.16824
O -2.61002 0.56797 0.73417
S -1.72979 0.66171 -0.44733
H 0.56134 -0.41620 1.21576
H 1.64874 -1.20972 -0.07811
H -0.57096 -1.04013 -1.48946
H -1.03538 -1.83170 0.00322
H -0.11817 2.25703 0.80186
H -0.18705 2.25577 -0.93310
*
```

=====

Entry 4:
This record from the OMol25 dataset describes a structure of composition C3H6NO3 in a non-equilibrium geometry. The level of theory is ωB97M-V/def2-TZVPD.

Calculated values
Energy above the lowest of the compared OMol25 structures with the same formula, charge and spin ... 809.42 kJ/mol
Largest force on an atom ... 0.07509 hartree/bohr
Lowest unoccupied orbital energy (alpha / beta) ... -0.2322 / -0.2405 Ha
Frontier orbital gap (alpha / beta) ... 8.37 / 8.03 eV
HOMO energy (alpha / beta) ... -0.540 / -0.535 hartree

```
! RIJCOSX wB97M-V def2-TZVPD def2/J DEFGRID3
* xyz 1 1
C 2.24370 0.82779 -0.61077
C 1.32002 1.17052 0.34459
C -2.11379 -1.14355 -0.06140
N -1.41281 1.23138 0.00129
O -1.56105 2.35758 0.05211
O 0.17863 0.55449 0.31896
O -2.28205 0.36284 0.03393
H 3.34448 0.99012 -0.42050
H 2.08344 0.25205 -1.49111
H 1.52995 1.87591 1.15576
H -2.94039 -1.53272 0.59528
H -1.23461 -1.44156 0.34796
H -2.39552 -1.28926 -1.04378
*
```

=====

Entry 5:
This record from the OMol25 dataset describes the ion C3H6NO5S with charge -1 in a non-equilibrium geometry. The level of theory is ωB97M-V/def2-TZVPD.

Calculated values
Energy above the lowest of the compared OMol25 structures with the same formula, charge and spin ... 279.74 kJ/mol
Largest force on an atom ... 0.07308 hartree/bohr
Lowest unoccupied orbital energy ... 0.1383 Ha
Frontier orbital gap ... 9.02 eV
SMILES ... CC[C@@H]([N+](=O)[O-])S(=O)(=O)[O-]
HOMO energy ... -0.193 hartree

```
! RIJCOSX wB97M-V def2-TZVPD def2/J DEFGRID3
* xyz -1 1
C 1.32792 1.47201 0.12045
C -0.09389 1.01286 0.52523
C -0.20997 -0.47130 0.42576
N -1.68997 -0.89123 0.66713
O -1.96412 -1.64547 1.58069
O -0.64726 -2.45058 -1.19773
O -2.44483 -0.47266 -0.18516
O -0.41722 -0.30351 -2.21249
O 1.52340 -1.33633 -1.25016
S 0.04524 -1.20555 -1.23599
H 1.64405 0.90781 -0.71332
H 1.36854 2.49109 0.03580
H 2.15041 1.37805 0.92323
H -0.34901 1.10994 1.59793
H -0.80663 1.43624 -0.08793
H 0.56335 -1.03136 1.00655
*
```

=====

Entry 6:
This record from the OMol25 dataset describes the molecule C3H6NOP in a non-equilibrium geometry. The level of theory is ωB97M-V/def2-TZVPD.

Calculated values
Energy above the lowest of the compared OMol25 structures with the same formula, charge and spin ... 150.98 kJ/mol
Largest force on an atom ... 0.12497 hartree/bohr
Lowest unoccupied orbital energy ... 0.0330 Ha
Frontier orbital gap ... 10.45 eV
SMILES ... O=PNC1CC1
HOMO energy ... -0.351 hartree

```
! RIJCOSX wB97M-V def2-TZVPD def2/J DEFGRID3
* xyz 0 1
C -1.48940 -0.29670 0.47713
C -0.96851 0.95028 -0.05360
C -0.33425 -0.22439 -0.61954
N 1.31676 -0.50991 -0.00874
O 3.74279 -0.32869 0.31561
P 2.66120 0.29899 -0.35972
H -1.22169 -0.57368 1.49995
H -2.44931 -0.70532 -0.01234
H -1.60814 1.36769 -0.77172
H -0.45342 1.72144 0.57267
H -0.50176 -0.30249 -1.62352
H 1.30574 -1.39723 0.58383
*
```

=====

Entry 7:
This record from the OMol25 dataset describes a cluster of 2 separate species, C3H6NP in total in a non-equilibrium geometry. The level of theory is ωB97M-V/def2-TZVPD.

Calculated values
Energy above the lowest of the compared OMol25 structures with the same formula, charge and spin ... 286.73 kJ/mol
Largest force on an atom ... 0.06587 hartree/bohr
Lowest unoccupied orbital energy ... 0.0377 Ha
Frontier orbital gap ... 10.09 eV
SMILES ... C=NP.C#C
HOMO energy ... -0.333 hartree

```
! RIJCOSX wB97M-V def2-TZVPD def2/J DEFGRID3
* xyz 0 1
C -1.87176 -1.01041 0.38345
C -2.37643 -0.54692 -0.62636
C 0.31980 1.38153 -0.05580
N 1.15854 0.51277 -0.43157
P 1.85624 -0.95931 -0.07199
H -1.41199 -1.11306 1.31668
H 3.00740 -0.50961 -0.61314
H -2.86887 -0.47123 -1.55641
H 0.03325 2.21766 -0.59447
H -0.09015 1.30678 0.89030
H 2.24397 -0.80818 1.35931
*
```

=====

Entry 8:
This record from the OMol25 dataset describes the ion C3H6NS with charge +1 in a non-equilibrium geometry. The level of theory is ωB97M-V/def2-TZVPD.

Calculated values
Energy above the lowest of the compared OMol25 structures with the same formula, charge and spin ... 206.83 kJ/mol
Largest force on an atom ... 0.08532 hartree/bohr
Lowest unoccupied orbital energy ... -0.1549 Ha
Frontier orbital gap ... 9.55 eV
SMILES ... SC[NH+]1C=C1
HOMO energy ... -0.506 hartree

```
! RIJCOSX wB97M-V def2-TZVPD def2/J DEFGRID3
* xyz 1 1
C -1.31537 0.93455 0.04938
C 0.67523 -0.13486 -0.40777
C -1.71130 -0.24687 0.11501
N -0.32539 0.01568 0.61975
S 2.55764 -0.03475 0.15671
H 2.80548 -1.23120 -0.31060
H -1.47520 2.00057 0.08090
H 0.48337 -1.06315 -1.04597
H 0.73547 0.81820 -0.95001
H -2.27917 -1.17166 0.05621
H -0.15076 0.11348 1.63640
*
```

=====

Entry 9:
This record from the OMol25 dataset describes a cluster of 2 separate species, C3H6O in total in a non-equilibrium geometry. The level of theory is ωB97M-V/def2-TZVPD.

Calculated values
Energy above the lowest of the compared OMol25 structures with the same formula, charge and spin ... 475.73 kJ/mol
Largest force on an atom ... 0.05966 hartree/bohr
Lowest unoccupied orbital energy ... -0.0338 Ha
Frontier orbital gap ... 8.50 eV
HOMO energy ... -0.346 hartree

```
! RIJCOSX wB97M-V def2-TZVPD def2/J DEFGRID3
* xyz 0 1
C 0.15009 1.15620 0.55809
C -1.35569 0.76586 0.67359
C -0.33270 -0.24036 0.29553
O 1.78202 -1.98231 -1.09990
H 0.50332 1.67737 -0.28233
H 0.79900 1.43521 1.48257
H -1.91584 0.78306 1.59006
H -1.99782 1.02818 -0.28168
H 1.13430 -1.47771 -0.51759
H 1.34734 -2.79548 -1.35663
*
```

=====

Entry 10:
This record from the OMol25 dataset describes the molecule C3H6O in a non-equilibrium geometry. The level of theory is ωB97M-V/def2-TZVPD.

Calculated values
Energy above the lowest of the compared OMol25 structures with the same formula, charge and spin ... 353.91 kJ/mol
Largest force on an atom ... 0.13274 hartree/bohr
Lowest unoccupied orbital energy ... 0.0399 Ha
Frontier orbital gap ... 9.73 eV
SMILES ... C=COC
HOMO energy ... -0.318 hartree

```
! RIJCOSX wB97M-V def2-TZVPD def2/J DEFGRID3
* xyz 0 1
C 1.73366 -0.11637 -0.03043
C -0.63631 0.34569 -0.14966
C -1.87670 -0.21268 0.01609
H 2.35732 -0.07593 -0.96118
H 1.22295 0.96139 0.39065
H 2.02753 -0.41426 0.91813
H -0.26069 1.33183 -0.03543
H -2.93482 0.23680 -0.01414
H -1.99000 -1.45960 -0.05081
O 0.35706 -0.59687 -0.08322
*
```